Density functional theory data (ωB97M-V with the def2-TZVPD basis set) for a molecular structure, C23H29BN5O8V.

```
67
Properties=species:S:1:pos:R:3
V 0.25 0.68 -0.30
C -0.52 -0.86 2.37
N 0.40 0.02 1.66
C 1.22 0.73 2.37
C 2.05 1.66 1.71
C 3.05 2.54 2.10
C 3.48 3.17 0.93
C 2.70 2.66 -0.11
N 1.84 1.75 0.35
C 0.18 -2.04 3.01
C -0.18 -2.48 4.27
C 0.44 -3.59 4.84
C 1.43 -4.26 4.14
C 1.80 -3.81 2.87
C 1.18 -2.71 2.31
H -1.25 -1.23 1.64
H -1.10 -0.29 3.11
H 1.25 0.63 3.46
H 3.43 2.70 3.10
H 4.24 3.92 0.83
H 2.73 2.90 -1.17
H -0.95 -1.96 4.83
H 0.16 -3.93 5.82
H 1.92 -5.12 4.57
H 2.57 -4.33 2.32
H 1.48 -2.35 1.33
O 6.41 0.33 -3.00
C 5.15 0.70 -2.66
O 4.62 1.63 -3.19
C 4.52 -0.11 -1.59
C 5.05 -0.51 -0.38
N 4.05 -1.07 0.31
N 2.89 -1.07 -0.36
C 3.16 -0.48 -1.51
C 2.06 -0.28 -2.52
O 2.17 -0.63 -3.67
O 1.03 0.33 -2.00
H 6.62 -0.51 -2.58
H 6.04 -0.39 0.04
H 4.08 -1.43 1.25
N -0.38 -1.59 -0.75
H -0.51 -2.39 -0.14
H 0.20 -1.86 -1.53
H -1.28 -1.34 -1.15
C -4.31 -0.27 -0.31
C -3.70 0.40 -1.53
C -3.89 -0.46 -2.77
O -2.28 0.55 -1.29
B -2.12 1.83 -0.71
O -3.27 2.59 -0.81
C -4.15 1.88 -1.70
C -5.58 2.15 -1.27
C -3.91 2.41 -3.11
H -3.80 -1.23 -0.14
H -5.37 -0.48 -0.45
H -4.19 0.34 0.58
H -3.64 -1.50 -2.55
H -3.26 -0.12 -3.59
H -4.93 -0.44 -3.10
H -5.73 1.93 -0.21
H -6.28 1.55 -1.85
H -5.82 3.20 -1.43
H -2.90 2.20 -3.44
H -4.05 3.49 -3.09
H -4.61 1.98 -3.83
O -1.22 1.89 0.52
O -0.71 2.40 -0.82
```

Results
Charge: 0
2S+1: 3
E_LUMO (spin up / spin down) in eV: 0.0243 / 0.0236
HOMO-LUMO gap (spin up / spin down) in hartree: 0.2927 / 0.2930
Total energy in hartree: -2738.58160



Density functional theory data (ωB97M-V with the def2-TZVPD basis set) for a molecular structure, C9H7N2O5V in a non-equilibrium geometry.

```
24
Properties=species:S:1:pos:R:3
O 0.04 4.90 -5.23
C -0.17 4.51 -4.19
V 0.14 0.28 -1.55
O 0.36 3.04 -0.17
C 0.24 2.02 -0.72
C -0.51 -1.82 -2.21
O -1.06 -2.69 -2.71
C 2.11 0.66 -1.56
O 3.18 1.03 -1.32
C -1.90 0.63 -1.34
O -2.95 0.75 -0.90
H 0.94 1.13 -2.62
C -0.80 -0.91 3.52
N -0.16 -1.11 2.23
C 0.79 -2.07 1.88
C 1.04 -1.87 0.55
N 0.26 -0.83 0.12
C -0.47 -0.40 1.15
H -1.54 -1.70 3.71
H -0.04 -0.91 4.30
H -1.31 0.05 3.50
H 1.21 -2.80 2.55
H 1.74 -2.33 -0.13
H -1.16 0.42 1.14
```

Results
Charge: +2
2S+1: 3
E_LUMO (spin up / spin down) in eV: -10.3393 / -10.7946
HOMO-LUMO gap (spin up / spin down) in hartree: 0.2571 / 0.2407
Total energy in hartree: -1776.16202
Relative energy (zero: lowest compared OMol25 entry of this formula, charge and spin) in eV: 0.000



Density functional theory data (ωB97M-V with the def2-TZVPD basis set) for 7 unconnected molecules or ions with the total composition CH16O7 in a non-equilibrium geometry.

```
24
Properties=species:S:1:pos:R:3
C 0.38 -2.64 -0.75
O -0.36 -1.52 -0.19
H 1.34 -3.02 -0.05
H -0.35 -3.44 -1.02
H 0.91 -2.32 -1.77
H 0.10 -1.21 0.52
H -2.82 0.03 3.10
H -2.09 1.54 3.11
O -2.00 0.70 2.85
H 0.18 1.36 1.15
H -1.08 0.45 1.62
O -0.42 0.67 0.83
H -1.25 0.90 -2.25
H -0.43 -0.20 -1.58
O -0.54 0.30 -2.42
H 3.69 1.25 0.96
H 3.04 2.00 -0.16
O 2.91 1.83 0.85
H 2.18 -0.75 -1.02
H 2.12 -0.73 -2.56
O 2.72 -1.02 -1.90
H -2.44 2.64 0.56
H -2.76 1.11 0.03
O -3.03 2.06 0.09
```

Results
Charge: +1
2S+1: 2
E_LUMO (spin up / spin down) in eV: -3.5730 / -10.2339
HOMO-LUMO gap (spin up / spin down) in hartree: 0.3931 / 0.1481
Total energy in hartree: -573.89787
Relative energy (zero: lowest compared OMol25 entry of this formula, charge and spin) in eV: 2.157



Density functional theory data (ωB97M-V with the def2-TZVPD basis set) for a molecular structure, C43H46FIN5O11S3SeSnTe.

```
113
Properties=species:S:1:pos:R:3
Sn -0.61 0.53 -1.73
C 0.41 1.91 5.12
C 0.52 3.23 4.38
N 0.68 3.06 2.93
C -0.41 3.16 2.14
C -0.44 2.88 0.80
C -1.79 2.93 0.12
O -2.61 3.75 0.54
O -2.00 2.05 -0.78
C 0.76 2.45 0.18
O 0.85 2.02 -1.00
C 1.97 2.52 0.99
C 3.21 2.30 0.40
C 4.34 2.29 1.17
F 5.55 2.19 0.55
C 4.28 2.34 2.57
C 3.05 2.56 3.15
C 1.89 2.73 2.37
N 5.41 2.14 3.41
C 5.59 2.96 4.58
C 6.01 2.04 5.76
N 6.41 0.72 5.20
C 7.39 0.90 4.09
C 6.66 1.61 2.92
H 0.25 2.09 6.18
H 1.32 1.31 5.01
H -0.42 1.33 4.72
H 1.36 3.83 4.74
H -0.38 3.82 4.52
H -1.33 3.46 2.62
H 3.26 2.16 -0.68
H 2.97 2.56 4.23
H 4.67 3.46 4.83
H 6.36 3.73 4.42
H 5.21 1.87 6.47
H 6.88 2.44 6.28
H 5.59 0.19 4.78
H 6.77 0.10 5.92
H 7.75 -0.08 3.80
H 8.22 1.50 4.47
H 6.46 0.89 2.13
H 7.32 2.39 2.51
O 3.23 -0.74 -4.24
S 2.09 0.14 -4.07
O 2.33 1.54 -4.28
O 1.42 -0.17 -2.76
C 0.88 -0.41 -5.30
C 1.23 -1.58 -5.97
C 0.41 -2.13 -6.94
C -0.79 -1.51 -7.26
C -1.15 -0.35 -6.59
C -0.33 0.21 -5.62
S -1.01 1.72 -4.90
O -0.49 2.83 -5.65
O -2.45 1.53 -4.95
O -0.52 1.74 -3.49
H 2.17 -2.05 -5.71
H 0.70 -3.04 -7.44
H -1.45 -1.92 -8.01
H -2.09 0.13 -6.81
Te -3.57 -1.03 -3.60
C -4.18 -2.73 -2.49
C -4.04 -4.01 -3.02
C -4.33 -5.12 -2.25
C -4.78 -4.98 -0.94
C -4.93 -3.70 -0.41
C -4.62 -2.59 -1.18
C -5.52 -0.40 -4.10
C -5.64 0.74 -4.90
C -6.89 1.21 -5.27
C -8.04 0.55 -4.85
C -7.93 -0.58 -4.05
C -6.67 -1.05 -3.67
H -3.67 -4.13 -4.03
H -4.20 -6.12 -2.67
H -5.00 -5.85 -0.34
H -5.28 -3.58 0.61
H -4.72 -1.60 -0.76
H -4.75 1.26 -5.22
H -6.96 2.09 -5.89
H -9.02 0.92 -5.14
H -8.82 -1.09 -3.71
H -6.60 -1.93 -3.05
N 0.93 -2.84 -1.75
C -0.41 -3.00 -1.83
O -1.09 -2.54 -2.73
C -1.08 -3.75 -0.69
I -0.42 -5.77 -0.50
H 1.31 -2.07 -2.31
H 1.35 -2.98 -0.85
H -2.14 -3.79 -0.87
H -0.85 -3.26 0.26
C -3.11 -1.49 2.53
S -2.68 0.15 1.95
C -4.32 0.70 1.48
O -2.35 0.93 3.19
H -3.76 -1.39 3.40
H -2.17 -1.97 2.80
H -3.59 -2.05 1.73
H -5.01 0.54 2.32
H -4.64 0.17 0.59
H -4.23 1.76 1.25
Se 0.65 -1.00 1.47
C 2.19 -1.12 2.49
C 2.20 -1.00 3.90
C 3.39 -0.91 4.58
N 4.61 -0.98 4.01
C 4.60 -1.20 2.68
C 3.47 -1.26 1.91
H 1.26 -0.94 4.43
H 3.38 -0.77 5.66
H 5.57 -1.33 2.21
H 3.55 -1.40 0.84
```

Results
Charge: -1
2S+1: 1
E_LUMO in eV: 0.5160
HOMO-LUMO gap in hartree: 0.1889
Total energy in hartree: -7243.62128
Relative energy (zero: lowest compared OMol25 entry of this formula, charge and spin) in eV: 0.746